1.
{"formula": "C27H37F17N4O6PS", "method": "ωB97M-V/def2-TZVPD", "elements": ["C", "C", "C", "O", "O", "C", "C", "C", "C", "C", "C", "N", "C", "C", "C", "F", "F", "C", "F", "F", "C", "F", "F", "C", "F", "F", "F", "C", "N", "C", "C", "C", "C", "O", "O", "C", "C", "S", "N", "P", "N", "O", "H", "H", "H", "H", "H", "H", "H", "H", "H", "H", "H", "H", "H", "H", "H", "H", "H", "H", "H", "H", "H", "H", "H", "H", "H", "H", "H", "H", "H", "H", "H", "H", "H", "C", "C", "C", "F", "F", "F", "F", "O", "C", "C", "F", "F", "F", "F", "H", "H", "H", "H"], "coordinates": [[4.08338, 0.82403, 3.41612], [4.13800, -0.52746, 3.30023], [2.94536, -1.24053, 2.72182], [2.96217, -1.51568, 1.52752], [1.86757, -1.53427, 3.53216], [0.72470, -0.71286, 3.14085], [0.03277, -0.17074, 4.37822], [-1.13428, 0.80660, 4.07577], [-1.03153, 1.46673, 2.70547], [-2.15786, 2.48531, 2.38240], [-1.70603, 3.19696, 1.09576], [-1.43664, 2.25841, -0.02647], [-0.02889, 1.90090, -0.28999], [0.54984, 2.69331, -1.47863], [1.30284, 3.97750, -1.07787], [1.34886, 4.19629, 0.26252], [0.62048, 5.03578, -1.62053], [2.72998, 4.01752, -1.68977], [3.24332, 5.24521, -1.41383], [2.60590, 3.92459, -3.03906], [3.70590, 2.93936, -1.09344], [4.74927, 3.59061, -0.51757], [3.12216, 2.19422, -0.11247], [4.32686, 1.96183, -2.13531], [3.39619, 1.08205, -2.60304], [4.96429, 2.60787, -3.13583], [5.26064, 1.22605, -1.46352], [-2.46267, 1.81541, -0.73879], [-2.19823, 0.86784, -1.75465], [-2.25605, -0.56959, -1.36932], [-3.67477, -0.99158, -0.87722], [-3.71090, -2.52026, -0.56354], [-3.50074, -2.85787, 0.88960], [-2.94246, -3.88678, 1.23381], [-3.99275, -1.94894, 1.80678], [-3.17347, 1.00908, -2.83120], [-4.24536, 1.90116, -2.13189], [-4.24650, 3.37277, -3.22046], [-3.82379, 2.04938, -0.68981], [-4.62162, 3.36845, 0.22802], [-6.23448, 3.33910, -0.32037], [-4.08635, 4.82892, -0.31463], [3.18145, 1.29697, 3.80460], [4.92843, 1.43803, 3.11940], [5.01380, -1.09966, 3.59543], [1.12154, 0.08829, 2.51204], [0.07320, -1.35471, 2.59248], [-0.31896, -1.03103, 4.95372], [0.80914, 0.29595, 4.99236], [-1.16245, 1.53956, 4.88633], [-2.09624, 0.28330, 4.13079], [-0.93456, 0.73131, 1.90030], [-0.10785, 2.06528, 2.70948], [-3.15937, 2.06477, 2.32340], [-2.07711, 3.22946, 3.17980], [-0.76679, 3.66338, 1.39470], [-2.34016, 4.02562, 0.77213], [0.07991, 0.84680, -0.52242], [0.52667, 2.04828, 0.63251], [-0.26591, 2.96132, -2.14832], [1.22749, 2.02390, -2.00955], [-2.03661, -1.15331, -2.26570], [-1.50909, -0.87456, -0.62932], [-4.43630, -0.85169, -1.65082], [-3.99736, -0.41984, -0.00468], [-4.66780, -2.92744, -0.90226], [-2.94924, -2.98232, -1.18825], [-4.93272, -1.82624, 1.60717], [-3.53608, 0.08534, -3.26989], [-2.72579, 1.61803, -3.62231], [-5.23474, 1.45047, -2.18180], [-5.05785, 4.29031, -2.66318], [-6.33464, 3.50468, -1.31850], [-6.70152, 2.48601, -0.03469], [-4.83515, 5.31123, -0.69661], [3.92332, -4.46279, -0.35223], [3.00071, -3.63734, -1.27424], [1.51525, -3.98569, -1.27244], [1.27996, -5.23556, -1.70692], [0.85570, -3.13491, -2.12478], [3.48819, -3.66300, -2.53569], [3.08692, -2.35010, -0.84642], [4.68038, -5.52360, -0.93572], [4.15064, -6.79476, -1.07538], [4.06294, -7.21434, -2.54662], [3.26786, -6.37792, -3.23965], [3.53088, -8.45372, -2.63050], [2.96871, -6.90527, -0.44486], [5.00075, -7.64172, -0.45812], [4.68333, -3.75858, -0.01619], [3.40775, -4.78662, 0.55162], [1.09118, -3.86693, -0.27817], [5.05428, -7.21539, -3.00344]], "e_homo_ev": -11.45, "multiplicity": 1, "orbital_gap_ev": 8.19, "total_charge": 1, "largest_force_ha_per_bohr": 0.0625}

2.
{"formula": "C27H37F4Ge", "method": "ωB97M-V/def2-TZVPD", "elements": ["C", "C", "C", "C", "Ge", "C", "C", "C", "C", "C", "C", "C", "C", "H", "H", "H", "H", "H", "H", "H", "H", "H", "H", "H", "H", "H", "H", "H", "H", "H", "H", "H", "H", "H", "H", "H", "H", "H", "H", "H", "H", "F", "C", "C", "C", "F", "C", "C", "C", "C", "C", "C", "C", "C", "F", "C", "C", "F", "C", "C", "H", "H", "H", "H", "H", "H", "H", "H", "H"], "coordinates": [[-2.91580, -8.64957, 11.07079], [-2.52683, -7.41464, 10.25370], [-2.50944, -6.21787, 11.21405], [-2.11827, -4.83706, 10.64280], [-2.22698, -3.78381, 12.34908], [-4.09185, -3.17698, 12.75593], [-5.05510, -2.87528, 11.57048], [-6.47369, -2.65397, 12.11153], [-7.58418, -2.44369, 11.09442], [-0.70437, -3.88447, 13.71180], [0.69958, -3.95070, 13.06795], [1.17469, -2.65413, 12.40146], [2.62971, -2.83782, 11.95206], [-1.16454, -0.47354, 10.19456], [-2.96208, -9.55942, 10.47167], [-2.18797, -8.81018, 11.87529], [-3.90089, -8.49639, 11.52782], [-1.53285, -7.55488, 9.81360], [-3.27060, -7.24951, 9.46508], [-3.51397, -6.17288, 11.65891], [-1.82729, -6.48498, 12.03360], [-1.11610, -4.81095, 10.18968], [-2.82347, -4.46068, 9.88378], [-4.48746, -3.92012, 13.46622], [-3.96606, -2.23924, 13.31920], [-4.72265, -1.96160, 11.05659], [-5.04799, -3.68282, 10.82574], [-6.73540, -3.54444, 12.69765], [-6.44024, -1.78849, 12.78497], [-8.54068, -2.35545, 11.61673], [-7.44745, -1.53057, 10.50709], [-7.66930, -3.30119, 10.41901], [-0.78576, -2.99015, 14.34558], [-0.91711, -4.76018, 14.34430], [1.44099, -4.25651, 13.83178], [0.71380, -4.73392, 12.30013], [0.54543, -2.40930, 11.53400], [1.10326, -1.80207, 13.09586], [3.07616, -1.91826, 11.56720], [3.23776, -3.17567, 12.80314], [2.70138, -3.60051, 11.16515], [5.43491, 0.73790, 8.48472], [4.73257, 0.96056, 9.64529], [5.41466, 1.40034, 10.77941], [4.63118, 1.57163, 11.93042], [5.28118, 1.97328, 13.07807], [3.26227, 1.32368, 11.98385], [2.59772, 0.89714, 10.79614], [1.17110, 0.72059, 10.65607], [0.56834, 0.29426, 9.51118], [-0.92186, 0.27131, 9.47746], [-1.66230, -0.05262, 8.17982], [-2.79183, 0.69855, 7.85196], [-3.38281, 0.56236, 6.59794], [-4.51673, 1.29802, 6.32291], [-2.90910, -0.32234, 5.62109], [-1.85789, -1.14787, 6.02804], [-1.38879, -2.07980, 5.11932], [-1.25998, -1.06901, 7.29945], [3.37618, 0.69172, 9.63461], [6.48657, 1.56248, 10.76428], [2.68679, 1.43680, 12.90356], [0.52906, 0.99258, 11.50844], [1.08835, -0.07607, 8.62504], [-1.27767, 1.22510, 9.91359], [-3.18251, 1.40827, 8.58556], [-3.37145, -0.38978, 4.63856], [-0.46801, -1.76728, 7.58079], [2.91531, 0.32826, 8.71625]], "e_homo_ev": -10.74, "multiplicity": 1, "orbital_gap_ev": 5.68, "total_charge": 1, "largest_force_ha_per_bohr": 0.0429}

3.
{"formula": "C27H37HgNPSi", "method": "ωB97M-V/def2-TZVPD", "elements": ["Hg", "N", "C", "C", "C", "C", "C", "C", "P", "C", "C", "C", "C", "C", "C", "C", "C", "C", "C", "C", "C", "H", "H", "H", "H", "H", "H", "H", "H", "H", "H", "H", "H", "H", "H", "H", "H", "C", "Si", "C", "C", "C", "C", "C", "C", "C", "C", "H", "H", "H", "H", "H", "H", "H", "H", "H", "H", "H", "H", "H", "H", "H", "H", "H", "H", "H", "H", "H"], "coordinates": [[-1.09799, 2.43511, 0.31425], [-1.84400, 0.57293, -2.36682], [-2.92072, -0.30467, -2.34642], [-3.73379, -0.46578, -3.46537], [-4.79326, -1.35277, -3.44643], [-5.08361, -2.06684, -2.29572], [-4.31717, -1.87598, -1.15865], [-3.22585, -1.01640, -1.17297], [-2.12265, -0.75126, 0.26635], [-3.06218, -1.49947, 1.65028], [-2.90663, -2.81413, 2.08023], [-3.57616, -3.25960, 3.20566], [-4.40829, -2.40389, 3.90795], [-4.57902, -1.09739, 3.47780], [-3.90283, -0.64605, 2.35996], [-0.92493, -2.10992, -0.00216], [-0.98861, -3.02702, -1.04225], [-0.04863, -4.03809, -1.12767], [0.96296, -4.13683, -0.18845], [1.03969, -3.21614, 0.84598], [0.10653, -2.20259, 0.93097], [-1.00123, 0.21609, -1.93563], [-1.66867, 0.98892, -3.27226], [-3.51335, 0.09569, -4.36324], [-5.38333, -1.49775, -4.33947], [-5.90201, -2.77276, -2.28664], [-4.56314, -2.40854, -0.25078], [-2.25932, -3.49377, 1.54571], [-3.44404, -4.27989, 3.53949], [-4.91792, -2.75098, 4.79491], [-5.22954, -0.42744, 4.02137], [-4.00936, 0.37987, 2.03001], [-1.77614, -2.96738, -1.77864], [-0.11729, -4.75602, -1.93050], [1.68663, -4.93497, -0.25637], [1.81977, -3.29225, 1.58978], [0.15345, -1.47592, 1.73133], [2.28639, 0.04893, -0.83750], [2.11314, 1.85080, -0.14793], [2.93212, 3.04832, -1.47138], [3.07451, 4.46587, -0.92058], [2.01031, 3.08276, -2.69172], [4.29771, 2.53691, -1.92914], [2.82615, 1.83881, 1.68131], [4.33610, 1.60160, 1.70246], [2.13739, 0.70526, 2.44405], [2.53739, 3.14852, 2.41601], [3.09062, -0.47680, -0.33149], [2.49106, 0.02469, -1.90408], [1.37808, -0.52422, -0.67764], [2.13239, 4.81157, -0.49956], [3.36780, 5.15471, -1.71330], [3.83506, 4.50947, -0.14361], [1.00965, 3.41394, -2.41973], [1.93278, 2.09230, -3.13304], [2.40649, 3.76244, -3.44490], [5.01670, 2.52894, -1.11433], [4.68988, 3.17535, -2.72120], [4.21401, 1.52756, -2.32320], [4.60659, 0.69646, 1.16377], [4.67582, 1.49396, 2.73367], [4.86604, 2.44255, 1.26080], [2.34630, -0.26261, 1.99524], [1.05727, 0.84994, 2.45373], [2.48514, 0.67905, 3.47567], [2.97919, 4.00186, 1.90824], [2.95590, 3.10511, 3.42181], [1.46469, 3.31988, 2.50200]], "e_homo_ev": [-6.17, -7.73], "multiplicity": 2, "orbital_gap_ev": [6.84, 7.26], "total_charge": 0, "largest_force_ha_per_bohr": 0.0152}

4.
{"formula": "C27H37IrN6O5PTe", "method": "ωB97M-V/def2-TZVPD", "elements": ["Ir", "C", "C", "C", "C", "C", "C", "C", "N", "N", "C", "C", "C", "C", "C", "C", "N", "C", "C", "C", "C", "C", "C", "N", "H", "H", "H", "H", "H", "H", "H", "H", "H", "H", "H", "H", "H", "H", "H", "H", "H", "H", "H", "H", "C", "C", "N", "O", "C", "C", "N", "O", "H", "H", "H", "H", "H", "H", "H", "C", "C", "O", "P", "O", "Te", "O", "C", "C", "H", "H", "H", "H", "H", "H", "H", "H", "H", "H"], "coordinates": [[0.47834, -0.65092, 0.38045], [-1.64360, -1.95811, 2.50791], [-2.58277, -1.08216, 1.67904], [-2.60409, -1.47615, 0.22868], [-3.80712, -1.68079, -0.43518], [-3.80259, -2.05065, -1.76851], [-2.58491, -2.21620, -2.41155], [-1.42982, -2.00036, -1.68944], [-1.43063, -1.64194, -0.39839], [-0.27052, -1.42518, 2.57383], [0.67184, -2.48670, 2.96354], [2.09779, -2.02891, 2.79869], [3.10386, -2.43424, 3.66007], [4.39582, -1.98143, 3.44301], [4.63836, -1.12116, 2.38285], [3.57890, -0.76049, 1.57112], [2.33883, -1.21446, 1.76797], [-0.17960, -0.29454, 3.52077], [-0.15417, 1.07972, 2.89706], [-0.50115, 2.19007, 3.64974], [-0.32830, 3.45185, 3.10605], [0.19029, 3.56810, 1.82539], [0.48528, 2.41649, 1.12474], [0.30616, 1.19664, 1.64889], [-1.59534, -2.95338, 2.06410], [-2.03691, -2.08052, 3.52270], [-2.29671, -0.02891, 1.76246], [-3.59455, -1.16157, 2.07479], [-4.73765, -1.55528, 0.10173], [-4.73343, -2.21713, -2.29462], [-2.52667, -2.51201, -3.44935], [-0.45533, -2.10994, -2.14828], [0.50310, -3.34760, 2.31434], [0.50038, -2.81428, 3.99512], [2.87499, -3.09043, 4.48921], [5.19900, -2.28429, 4.10118], [5.62611, -0.72678, 2.19159], [3.71460, -0.07990, 0.73910], [0.75240, -0.39028, 4.08339], [-0.98670, -0.34837, 4.25656], [-0.88982, 2.06329, 4.65157], [-0.58803, 4.33236, 3.67839], [0.35832, 4.53286, 1.36901], [0.87531, 2.44465, 0.11672], [3.60740, -3.40000, -1.52363], [2.53263, -2.39114, -1.29454], [1.42730, -2.62220, -0.68700], [1.31875, -3.89574, -0.16572], [2.67361, -1.00550, -1.78782], [3.65737, -0.66569, -2.85453], [1.89252, -0.12517, -1.23929], [1.89565, 1.11395, -1.70076], [3.25953, -4.40120, -1.29330], [4.46690, -3.17432, -0.88692], [3.94931, -3.36520, -2.55696], [0.36733, -4.01342, -0.04266], [4.61684, -1.14348, -2.65698], [3.79134, 0.41098, -2.90638], [3.31697, -1.02558, -3.82984], [-0.26896, 5.66001, -2.17300], [-0.87463, 4.41858, -2.77110], [-0.76160, 3.34443, -1.78711], [-1.07645, 1.84523, -2.14126], [-1.04626, 1.00273, -0.92940], [0.53053, 1.14221, -3.86329], [-2.40860, 1.79725, -2.97438], [-3.70713, 1.94403, -2.30606], [-4.77947, 1.72353, -3.33827], [-0.34746, 6.48050, -2.88573], [0.78424, 5.50530, -1.94156], [-0.79736, 5.94590, -1.26420], [-0.34999, 4.11603, -3.68133], [-1.93057, 4.54699, -3.00720], [-3.75380, 2.94507, -1.87459], [-3.74908, 1.20828, -1.50233], [-4.70434, 2.45464, -4.14159], [-5.75892, 1.82742, -2.87112], [-4.70286, 0.72460, -3.76665]], "e_homo_ev": [-12.25, -12.58], "multiplicity": 6, "orbital_gap_ev": [7.05, 4.51], "total_charge": 2, "e_above_lowest_kj_mol": 84.2, "largest_force_ha_per_bohr": 0.0446}